[1]
A cluster of 11 separate species, C69H165N11O16 in total in a non-equilibrium geometry. Source: OMol25; level of theory: ωB97M-V/def2-TZVPD.

Energy: -4533.4327 Ha
HOMO-LUMO gap: 8.2 eV
2S+1: 1
SMILES string: CC1(C)CCCC(C)(C)N1O.CC1(C)CCCC(C)(C)N1O.CC1(C)CCCC(C)(C)N1O.COC[C@H](C)N.COC[C@H](C)N.COC[C@H](C)N.COCCNCCOC.COCCNCCOC.COCCNCCOC.COCCNCCOC.COCCNCCOC

```
261
Properties=species:S:1:pos:R:3:forces:R:3
C 7.180673 -3.513297 4.399637 0.2 -0.2 -2.0
C 5.732179 -3.878813 4.098358 0.9 -0.4 0.4
C 5.532917 -5.373622 3.736696 0.3 1.0 0.9
O 6.221855 -5.606248 2.545821 -0.5 -1.1 -1.2
C 5.768479 -6.810982 1.887663 0.3 0.8 -0.6
N 5.004038 -3.502989 5.276133 -1.8 -0.3 1.3
H 7.254747 -2.435170 4.541998 0.1 -0.1 0.5
H 7.786779 -3.721661 3.517982 0.4 -0.2 0.0
H 7.550219 -4.113926 5.230770 0.0 0.3 0.1
H 5.304691 -3.385976 3.225172 0.3 0.5 0.0
H 4.458897 -5.536883 3.647815 -0.2 -0.2 -0.1
H 5.935025 -6.041395 4.498585 -0.1 -0.1 0.5
H 5.874030 -6.684133 0.810224 0.3 0.3 0.0
H 4.698198 -6.974288 2.013940 0.0 -0.1 0.5
H 6.358256 -7.697857 2.119402 -0.1 0.0 0.6
H 5.223289 -2.596244 5.663195 0.1 0.6 -0.9
H 5.287099 -4.046073 6.079278 0.0 -0.8 -0.1
C -8.083252 -7.136495 -6.604156 -1.3 -0.8 -0.3
C -6.629850 -6.887216 -6.587221 0.2 0.3 -1.7
C -6.357047 -5.370504 -6.688862 0.3 0.4 0.0
O -7.055356 -4.574815 -7.669743 0.5 -0.1 0.4
C -6.608360 -3.192275 -7.523571 -0.4 -1.7 -0.4
N -6.072314 -7.539661 -5.413725 0.7 0.9 0.1
H -8.519271 -6.656099 -5.728247 -0.4 0.1 -0.1
H -8.301259 -8.202665 -6.542115 0.2 -0.1 0.3
H -8.555960 -6.844038 -7.541760 0.0 0.6 0.2
H -6.173113 -7.340174 -7.467176 0.0 -0.2 -0.1
H -5.297299 -5.212902 -6.889364 0.4 -0.1 0.3
H -6.605112 -4.968843 -5.706397 0.1 0.3 0.4
H -6.839848 -2.895558 -6.500598 -0.1 0.5 -0.1
H -7.100280 -2.628735 -8.316383 -0.2 0.1 0.4
H -5.532413 -3.133251 -7.687727 0.2 0.0 0.1
H -5.064999 -7.539322 -5.487439 0.4 -0.3 -0.2
H -6.190010 -6.877442 -4.660259 -0.4 0.0 0.7
C 0.996430 5.378630 8.965621 0.5 0.2 -2.4
C -0.369893 4.748899 9.096553 3.4 -1.2 1.7
C -0.115276 3.219755 9.285129 -1.4 -0.3 -1.2
O 0.580749 2.581927 8.169002 -0.5 0.3 0.9
C -0.027090 1.393375 7.656750 0.1 0.1 0.4
N -0.840085 5.282770 10.365552 -2.1 -0.2 0.1
H 1.667670 5.397963 9.824204 -0.5 -0.3 0.3
H 0.828617 6.402961 8.632917 0.4 0.2 0.0
H 1.485196 4.826281 8.163038 0.6 0.4 -0.2
H -0.938192 4.908622 8.180247 -0.5 0.2 0.4
H -1.134015 2.839107 9.358522 -0.1 -0.6 0.0
H 0.370355 2.986568 10.232694 0.4 0.2 0.0
H -1.085849 1.572321 7.469357 0.0 0.0 -0.6
H 0.001939 0.503449 8.285463 0.2 0.2 0.9
H 0.552510 1.036683 6.805320 -0.3 0.7 -0.4
H -0.653703 6.275346 10.377628 -0.1 0.1 0.1
H -0.288712 4.883635 11.111721 0.1 -0.1 0.0
C 1.248750 4.259225 -6.153217 -0.8 0.4 1.0
O 0.360696 5.262770 -5.623382 0.4 0.6 0.1
C -0.959490 4.870337 -5.206525 0.7 0.0 -2.2
C -1.786987 4.662672 -6.530706 0.3 -0.7 2.5
N -3.199102 4.448730 -6.195160 0.8 -0.2 -0.7
C -3.875289 4.120846 -7.456481 -1.7 -0.5 2.1
C -5.400528 3.885083 -7.125976 1.5 0.8 -0.8
O -5.983037 3.490346 -8.334197 -1.2 -0.3 0.6
C -7.387419 3.355090 -8.166999 -0.3 0.2 -1.4
H 2.252849 4.679666 -6.209007 -0.2 0.3 0.0
H 0.962207 3.900760 -7.141901 -0.1 -0.1 0.0
H 1.294228 3.454754 -5.419139 0.0 -0.5 -0.2
H -1.409463 5.656636 -4.600431 0.4 0.2 0.0
H -0.845059 3.966737 -4.607761 -0.5 -0.3 0.0
H -1.341752 3.749112 -6.924759 -0.4 0.1 -0.6
H -1.693117 5.511394 -7.208180 0.6 0.0 -0.1
H -3.504571 5.374141 -5.929821 -0.4 0.1 0.3
H -3.440100 3.194374 -7.831144 -0.1 0.2 -0.3
H -3.766567 4.973015 -8.127374 -0.2 -0.3 -0.6
H -5.809654 4.833100 -6.776729 -0.2 0.5 -0.1
H -5.672169 3.194334 -6.327743 0.7 -0.5 0.1
H -7.766216 2.842602 -7.282720 0.7 -0.4 0.2
H -7.723544 2.835454 -9.064268 -0.2 -0.1 0.2
H -7.900994 4.316497 -8.161650 0.2 0.4 0.0
C -0.165212 -7.434784 0.068843 -0.1 -1.1 0.5
O 0.002750 -8.084412 -1.177089 1.2 1.2 -0.5
C -1.185567 -8.632943 -1.675387 0.2 -0.2 -0.9
C -0.912665 -9.224774 -3.062931 0.4 1.0 0.1
N -0.542169 -8.178388 -4.049006 -0.3 -0.4 0.7
C 0.237894 -8.712375 -5.172655 1.0 0.9 0.7
C 1.221707 -7.666396 -5.788223 0.1 0.1 0.8
O 2.274514 -7.226192 -4.860076 -1.1 -0.8 -0.8
C 3.132210 -6.239168 -5.438078 -0.4 -0.6 1.1
H 0.652467 -6.817706 0.441294 0.4 0.2 -1.0
H -0.146223 -8.265514 0.774267 -0.8 0.1 0.7
H -1.081454 -6.844736 0.090052 -0.1 -0.1 0.2
H -1.919982 -7.830288 -1.742312 -0.6 -0.2 0.2
H -1.445489 -9.493482 -1.058929 -0.7 0.2 0.3
H -1.788431 -9.786530 -3.387847 0.2 -0.2 0.0
H -0.029524 -9.834878 -2.873376 -0.1 -0.8 -0.3
H 0.037470 -7.604149 -3.453715 0.5 0.6 -0.5
H -0.452580 -9.115511 -5.913486 0.1 0.3 -0.3
H 0.861515 -9.545635 -4.848807 0.2 -0.3 0.1
H 0.680593 -6.771922 -6.096799 -0.2 0.1 -0.2
H 1.701953 -8.119420 -6.655539 0.0 0.0 -0.2
H 3.890115 -6.079890 -4.671059 0.1 0.1 -0.2
H 2.589556 -5.302566 -5.566180 0.0 0.1 -0.4
H 3.606895 -6.594442 -6.352709 -0.1 0.1 -0.2
C 15.191975 7.651816 1.878012 1.3 0.2 0.6
O 13.909031 7.181206 1.717248 -0.9 -0.5 0.6
C 13.682162 5.877610 2.284425 -1.1 0.2 -1.4
C 12.171654 5.703862 2.056664 0.0 -0.3 0.2
N 11.698137 4.403564 2.492688 -0.7 -0.8 0.1
C 10.242937 4.117084 2.705142 1.0 0.1 1.3
C 9.606375 4.992620 3.806795 -0.9 -0.8 -1.1
O 8.282652 4.441765 4.122693 0.8 0.8 -0.4
C 7.244827 4.580495 3.154132 -0.1 0.4 0.0
H 15.866358 6.815115 1.695717 0.6 0.3 -0.1
H 15.396666 8.077878 2.860188 -0.2 -0.5 0.7
H 15.441082 8.532191 1.285570 -0.5 -0.4 -0.9
H 13.922745 5.710061 3.334260 0.2 0.8 0.3
H 14.238093 5.112572 1.742429 0.2 0.0 -0.3
H 11.953709 5.775260 0.991059 0.1 0.4 0.0
H 11.731121 6.535968 2.605876 -0.3 0.2 -0.2
H 12.153212 4.162626 3.361571 0.1 -0.1 0.1
H 10.212734 3.117454 3.138637 0.1 -0.2 -0.2
H 9.603703 4.035310 1.826052 0.5 0.5 -0.4
H 9.630632 6.037728 3.498150 -0.7 0.2 0.0
H 10.225935 4.951424 4.702651 -0.3 -0.3 0.2
H 6.357217 4.077986 3.538498 0.2 -0.2 0.1
H 7.430716 4.202747 2.148725 0.5 -0.5 0.1
H 6.933866 5.607414 2.962192 0.2 0.5 0.4
C -3.317334 -5.305287 5.075062 -0.7 0.3 0.6
O -4.572975 -4.949842 4.481177 -0.6 -1.1 0.0
C -5.708315 -5.521460 5.214441 1.5 0.0 0.6
C -5.864606 -7.048703 5.043797 -0.8 -0.1 1.4
N -6.188904 -7.496757 3.717965 1.0 0.9 -0.6
C -7.528403 -7.412545 3.203837 -0.5 -0.5 -1.5
C -7.499111 -7.608183 1.623575 -0.2 -1.1 1.8
O -6.794199 -6.655400 0.920562 0.6 -0.5 -0.4
C -7.071540 -5.343085 1.207036 -0.6 1.4 -0.8
H -3.173477 -6.364837 5.286623 -0.1 -0.3 -0.6
H -3.303973 -4.871835 6.075084 0.3 0.4 0.1
H -2.500194 -4.916591 4.467356 -0.2 0.0 0.0
H -6.594633 -4.915781 5.025492 0.0 -0.2 -0.6
H -5.468534 -5.348905 6.263646 -0.2 0.0 0.4
H -6.582342 -7.435931 5.766991 -0.3 0.2 0.2
H -4.948350 -7.557835 5.342708 0.3 0.2 0.0
H -5.695189 -6.717502 3.306709 0.5 -0.4 -1.8
H -8.061705 -6.490481 3.435134 -0.1 0.3 0.1
H -8.152064 -8.228007 3.570111 0.1 -0.1 0.2
H -8.518811 -7.753542 1.266934 -0.4 0.5 -0.1
H -7.006710 -8.548987 1.377521 0.2 -0.1 0.3
H -8.112817 -5.047707 1.078262 -0.6 -0.5 0.2
H -6.624002 -4.793973 0.378616 0.7 0.4 0.6
H -6.785498 -5.025187 2.209645 0.5 0.2 -0.1
C -3.507121 6.987706 3.009240 2.2 0.0 -0.4
O -2.020824 7.081104 3.310528 -1.8 0.6 0.2
C -1.262586 7.956356 2.433376 -1.2 -0.6 -0.5
C 0.160454 8.056509 2.910748 1.2 -0.4 0.7
N 1.124484 8.796620 2.097109 -0.8 1.3 -0.1
C 1.483565 8.145574 0.877407 1.3 -0.1 -0.7
C 2.817270 8.609383 0.175575 0.0 0.2 0.9
O 3.900832 8.735266 1.077853 2.6 -0.3 0.1
C 5.249020 8.466103 0.447838 -1.3 -0.5 1.7
H -3.624474 6.583425 2.003807 0.1 0.1 -0.2
H -4.023114 7.946033 3.068092 0.3 0.1 0.1
H -3.994887 6.267220 3.665792 0.6 0.2 0.4
H -1.639933 8.977329 2.375610 -0.5 0.0 0.0
H -1.363565 7.456295 1.470138 0.4 0.4 -0.5
H 0.537006 7.040028 3.025156 0.0 -0.4 0.3
H 0.125231 8.513441 3.899730 0.1 0.0 0.1
H 1.930480 9.156490 2.587990 -0.2 -0.3 0.3
H 0.704233 8.319114 0.135375 -0.1 -0.3 -0.2
H 1.576843 7.083804 1.105544 0.0 -0.5 -0.4
H 2.703786 9.609930 -0.241712 -0.4 -0.1 -0.6
H 3.175758 7.879218 -0.549990 -0.9 0.0 -0.5
H 5.543144 9.100878 -0.388008 -0.6 0.0 -0.1
H 5.332332 7.395216 0.262471 -0.5 -0.1 -0.9
H 6.034499 8.535467 1.200381 -0.4 0.8 0.4
C -9.961894 1.343825 1.263192 -1.2 -0.3 -0.1
C -10.975889 1.170227 2.428408 -0.2 -1.9 0.1
C -11.103970 2.497269 3.080118 0.3 0.7 1.0
C -12.134749 2.657387 4.217161 1.8 -0.4 -2.0
C -13.471318 2.321863 3.666030 -0.5 -0.6 -0.3
C -13.535462 1.016248 2.773082 0.5 -0.8 0.8
N -12.327209 0.812313 1.939422 0.9 2.6 0.3
O -12.285510 -0.374409 1.223641 -0.4 -0.7 -0.1
C -13.740902 -0.164568 3.799122 -0.6 0.1 -0.7
C -14.712875 1.147127 1.789201 -0.6 0.1 0.7
C -10.426871 0.073492 3.341762 1.1 0.5 0.2
H -9.713053 0.398551 0.780891 0.0 -0.1 0.1
H -9.037470 1.804463 1.611562 -0.2 0.1 0.0
H -10.488130 1.962026 0.535872 0.4 0.3 -0.3
H -10.123396 2.741652 3.488591 0.2 0.4 -0.3
H -11.377829 3.147715 2.249443 0.1 0.6 0.2
H -12.060069 3.711496 4.484376 -0.2 -0.2 0.7
H -11.921877 1.942395 5.011875 0.3 0.5 0.3
H -13.906162 3.151383 3.108430 0.0 0.1 0.1
H -13.968444 2.161340 4.622688 -1.4 -0.2 -0.6
H -12.974957 -0.303340 4.562127 0.3 0.4 -0.2
H -14.665840 0.015857 4.346882 -0.2 -0.1 -0.1
H -13.829841 -1.120601 3.283202 0.0 0.0 -0.1
H -14.964508 0.249203 1.224839 0.2 -0.2 0.3
H -15.579536 1.443637 2.380025 -0.3 -0.2 0.0
H -14.610911 1.948848 1.057795 0.6 0.1 0.1
H -10.804469 0.154735 4.361029 -0.3 -0.5 -0.1
H -9.352827 0.236893 3.430184 0.3 0.2 0.2
H -10.455074 -0.910703 2.874139 -0.7 0.0 0.3
H -12.172439 -0.031197 0.334246 -0.1 -0.4 -0.3
C 10.420428 1.508998 -4.646113 -0.1 0.5 0.5
C 9.709655 1.414472 -3.222007 -0.5 -0.1 -1.1
C 8.364229 0.602405 -3.261847 0.4 0.0 -1.1
C 8.554867 -0.891379 -3.338877 1.1 0.6 0.8
C 9.446812 -1.234677 -2.123072 0.4 -0.2 0.0
C 10.872196 -0.488765 -2.020653 -1.3 -1.2 -0.8
N 10.551126 0.952650 -2.123194 -0.5 -1.6 0.6
O 11.738759 1.686629 -2.005105 0.4 0.5 -0.3
C 11.523401 -0.821654 -0.686129 -0.3 0.3 0.4
C 11.793167 -1.079574 -3.081238 0.3 0.4 -1.8
C 9.242338 2.806623 -2.878689 0.2 1.2 0.4
H 9.743162 1.924350 -5.392364 -0.4 -0.2 0.1
H 10.906906 0.641001 -5.091118 -0.3 -0.2 0.4
H 11.190118 2.279501 -4.601324 0.2 -0.1 0.4
H 7.682763 0.857650 -2.450330 0.4 0.1 0.3
H 7.832374 0.889494 -4.168935 0.0 0.5 -0.1
H 9.040116 -1.131872 -4.284822 0.1 -0.2 0.0
H 7.581936 -1.382648 -3.326809 0.1 -0.3 0.2
H 9.555113 -2.318488 -2.081839 0.5 -0.1 0.1
H 8.897569 -0.963841 -1.221365 -0.1 0.1 0.1
H 12.496121 -0.344552 -0.566580 -0.1 0.3 -0.1
H 10.861655 -0.523959 0.127236 0.1 0.0 0.2
H 11.740794 -1.886785 -0.606515 -0.3 -0.1 -0.1
H 12.750442 -0.589873 -3.259876 0.2 0.3 0.9
H 11.994405 -2.142188 -2.945394 -0.2 0.0 0.2
H 11.402262 -0.948991 -4.090317 -0.6 -0.4 0.0
H 10.056525 3.525423 -2.786458 0.2 -0.1 -0.2
H 8.742883 2.840367 -1.910435 -0.1 -0.3 0.1
H 8.541296 3.205220 -3.612011 0.0 -0.1 -0.2
H 11.666642 2.025226 -1.109699 0.2 0.2 0.1
C -0.132833 -0.768957 -4.265552 -0.5 0.5 -0.7
C -0.248415 -1.089132 -2.772172 1.4 -1.0 0.8
C 1.216015 -1.204394 -2.228030 0.4 0.1 -0.5
C 1.412936 -1.081454 -0.731431 -0.9 0.2 -0.2
C 0.719513 0.173690 -0.175680 -0.4 -1.0 -0.8
C -0.823832 0.241392 -0.609600 1.5 -1.3 1.2
N -0.920658 -0.036845 -2.070973 1.0 1.8 1.3
O -2.170021 0.308888 -2.579474 -0.8 -0.7 -0.1
C -1.624499 -0.677186 0.409329 0.4 0.0 -1.0
C -1.342515 1.609869 -0.339705 0.1 1.6 -0.3
C -0.905550 -2.447859 -2.540690 -1.1 -0.1 -0.9
H 0.595869 -0.007555 -4.543664 0.4 0.0 0.6
H -1.042367 -0.315416 -4.659426 -0.4 -0.5 0.1
H 0.100226 -1.633158 -4.887602 -0.1 -0.2 0.2
H 1.604327 -2.187209 -2.495202 -0.1 -0.1 -0.3
H 1.846422 -0.504058 -2.775939 0.0 0.3 0.1
H 2.467321 -1.082553 -0.455077 0.1 0.0 -0.1
H 0.990388 -1.999919 -0.324039 -0.1 0.0 0.5
H 1.297262 1.030154 -0.523223 -0.3 0.3 -0.2
H 0.868892 0.108763 0.902078 -0.6 0.4 0.2
H -1.290939 -0.530228 1.436581 0.1 0.4 -0.1
H -2.672905 -0.383112 0.359744 -0.1 -0.4 0.0
H -1.485517 -1.741388 0.218932 -0.2 0.0 -0.1
H -1.039302 1.996621 0.633218 -0.3 -0.4 0.3
H -0.898951 2.347713 -1.008234 0.1 0.0 -0.4
H -2.423198 1.669072 -0.469054 0.0 0.0 0.2
H -1.070722 -2.736724 -1.502728 0.6 0.1 0.0
H -0.389649 -3.221342 -3.109597 0.1 -0.2 0.2
H -1.913822 -2.390211 -2.950778 -0.2 -0.1 -0.1
H -2.046640 1.144431 -3.035805 0.1 0.2 -0.1
```
Forces are in eV/Å.

---

[2]
The ion C24H31BrF5N2O4S2Si with charge +1 in a non-equilibrium geometry. Source: OMol25; level of theory: ωB97M-V/def2-TZVPD.

Energy: -5502.2876 Ha
HOMO-LUMO gap: 7.6 eV
Charge: +1
2S+1: 1
SMILES string: C#C[C@@H]1[C@@H](S(=O)(=O)C(F)(F)F)NC[C@](C#C)(C(F)(F)CC[Si](C)(C)c2ccccc2)[N@+]1(C[C@H](C)Br)S(C)(=O)=O

```
70
Properties=species:S:1:pos:R:3:forces:R:3
C 2.194443 2.537225 2.643254 0.8 -0.1 0.4
C 2.546148 1.864709 1.715452 -1.0 -0.8 -0.5
C 2.770753 0.950887 0.555634 0.9 2.7 1.4
C 2.719931 1.857558 -0.719658 0.1 1.1 -1.2
S 4.358690 1.771391 -1.616294 1.0 -0.5 -0.4
O 4.818811 0.410465 -1.746627 -0.4 -0.1 0.5
O 4.326184 2.565932 -2.803337 -0.7 0.4 0.3
C 5.579814 2.614183 -0.463707 1.3 0.5 -0.4
F 5.010774 3.595449 0.232929 -0.2 -0.5 0.1
F 6.548674 3.146279 -1.205084 -0.4 -0.2 0.0
F 6.159576 1.708751 0.336402 -0.7 0.2 0.2
N 1.699652 1.678153 -1.707698 -0.2 -1.1 0.6
C 1.437011 0.245350 -1.871360 1.3 0.8 -0.2
C 0.892165 -0.264950 -0.503783 -2.4 -0.7 -2.4
C 0.293166 -1.588860 -0.872141 1.0 0.0 0.9
C -0.130184 -2.678777 -1.137995 0.1 -0.2 0.6
C -0.390613 0.615053 -0.180448 -2.3 0.3 0.0
F -0.096339 1.769001 0.459586 0.7 -0.6 0.3
F -0.957251 1.047164 -1.372073 1.0 -0.3 -0.1
C -1.607016 -0.126945 0.444729 -0.5 1.0 1.1
C -2.573912 0.891088 1.150977 -0.2 -1.0 -0.4
Si -4.408504 0.443965 0.844148 -0.7 1.2 0.5
C -5.047012 -0.907839 2.004638 -0.2 -0.1 -0.4
C -5.373348 2.027965 1.267396 0.8 0.0 -0.3
C -4.745904 0.099878 -0.981565 0.2 -0.8 0.0
C -4.991285 1.084414 -1.957201 0.2 -1.0 0.1
C -5.203944 0.672781 -3.278243 -0.2 0.5 -0.3
C -5.179941 -0.665684 -3.669943 0.1 -0.3 0.5
C -4.911393 -1.653837 -2.712617 -0.1 0.6 0.1
C -4.712964 -1.254214 -1.388285 0.2 0.1 -0.2
N 1.957569 -0.333604 0.581820 0.8 -0.8 -1.9
C 2.910943 -1.470214 0.190966 1.3 -1.6 0.6
C 4.154361 -1.736563 1.092015 1.2 0.2 -0.5
C 5.398044 -1.987164 0.184309 -0.1 -0.2 0.6
Br 3.964023 -3.374297 2.181411 -0.3 0.4 -0.2
S 1.319472 -0.778671 2.232555 -1.3 1.0 6.6
C 0.637625 -2.450582 2.304391 -0.4 -1.1 -0.8
O 2.371760 -0.715260 3.214361 1.2 -0.7 -2.2
O 0.283621 0.104161 2.698094 -0.5 -0.2 -2.4
H 2.103224 3.025808 3.596608 -0.2 0.1 -0.4
H 3.848809 0.758736 0.679698 -0.5 -1.0 -0.2
H 2.684344 2.916019 -0.418487 0.1 -0.4 0.3
H 1.882577 2.166558 -2.578288 0.0 0.1 0.1
H 0.728497 0.033917 -2.677647 -0.2 0.3 0.5
H 2.374155 -0.234724 -2.200458 -0.4 -0.5 0.4
H -0.483898 -3.694829 -1.133661 0.0 0.4 -0.5
H -1.326407 -0.857331 1.206166 0.0 0.0 -0.4
H -2.202888 -0.592017 -0.349684 0.8 -0.1 -0.1
H -2.419346 0.830235 2.236235 0.2 0.5 -0.3
H -2.462144 1.907515 0.754369 0.2 -0.2 0.3
H -4.268593 -1.449439 2.557300 -0.2 0.0 -0.2
H -5.728734 -0.434362 2.727753 0.3 -0.1 -0.1
H -5.680739 -1.602694 1.430650 0.3 0.0 0.3
H -5.117131 2.383355 2.276763 -0.3 -0.2 -0.2
H -4.989552 2.804720 0.582300 -0.4 -0.1 0.2
H -6.455249 1.910321 1.137463 0.2 0.1 0.1
H -4.993487 2.134363 -1.671346 -0.1 -0.2 -0.2
H -5.408220 1.427828 -4.039575 0.1 -0.2 0.2
H -5.370260 -0.954303 -4.703269 0.1 0.2 0.2
H -4.867074 -2.709883 -2.975444 -0.1 0.3 0.0
H -4.494833 -2.033568 -0.650177 -0.2 0.2 -0.1
H 3.304289 -1.347290 -0.821729 -0.4 0.7 0.2
H 2.411843 -2.446372 0.201726 -0.6 0.7 -0.2
H 4.432786 -0.930578 1.776429 -0.5 -0.3 0.1
H 5.894077 -1.041205 -0.059774 -0.4 -0.2 -0.3
H 5.114005 -2.555163 -0.712682 0.2 0.3 0.2
H 6.127472 -2.583567 0.745204 -0.2 0.1 -0.2
H 0.701865 -3.047149 1.390750 0.1 0.3 0.1
H 1.146453 -3.000480 3.105098 0.3 0.6 -0.2
H -0.421820 -2.378359 2.583074 0.3 0.5 -0.2
```
Forces are in eV/Å.